Arrangement one

C24H30N2O4S | wB97M-V/def2-TZVPD

Output
HOMO-LUMO gap = 8.5 eV
E_LUMO = 0.615 eV
Molar mass = 442.6 g/mol

```
61
C24H30N2O4S (wB97M-V/def2-TZVPD)
C -0.41 -3.37 -1.04
C -1.35 -3.74 0.11
O -2.45 -2.87 0.19
C -2.26 -1.57 0.58
C -1.19 -1.10 1.33
C -1.11 0.24 1.69
C -2.11 1.12 1.33
C -2.02 2.59 1.67
C -1.87 3.43 0.40
N -0.72 3.02 -0.37
C -0.82 2.19 -1.43
O -1.87 1.88 -1.96
C 0.54 1.71 -1.94
C 1.23 0.78 -0.93
C 2.17 1.53 -0.01
O 1.99 2.70 0.30
N 3.27 0.87 0.45
C 4.33 1.65 1.07
C 5.42 1.91 0.06
S 6.18 0.34 -0.50
C 4.89 -0.83 -0.19
C 5.22 -2.17 -0.36
C 4.29 -3.16 -0.12
C 3.02 -2.82 0.33
C 2.69 -1.49 0.50
C 3.60 -0.48 0.22
C -3.20 0.65 0.60
C -3.28 -0.67 0.20
O -4.27 -1.21 -0.55
C -5.25 -0.36 -1.12
C -6.39 -0.05 -0.16
H 0.04 -2.40 -0.88
H -0.98 -3.33 -1.97
H 0.37 -4.12 -1.14
H -0.80 -3.78 1.06
H -1.80 -4.72 -0.07
H -0.41 -1.78 1.64
H -0.26 0.58 2.27
H -2.93 2.91 2.20
H -1.17 2.76 2.32
H -1.77 4.49 0.66
H -2.74 3.30 -0.25
H 0.20 3.16 0.04
H 0.36 1.16 -2.87
H 1.17 2.57 -2.16
H 1.80 0.01 -1.46
H 0.47 0.28 -0.33
H 3.89 2.59 1.40
H 4.72 1.10 1.93
H 6.23 2.50 0.48
H 5.02 2.42 -0.82
H 6.21 -2.42 -0.69
H 4.55 -4.20 -0.26
H 2.29 -3.59 0.55
H 1.71 -1.21 0.88
H -3.96 1.35 0.32
H -4.79 0.55 -1.50
H -5.64 -0.93 -1.97
H -6.03 0.49 0.72
H -6.85 -0.98 0.18
H -7.14 0.55 -0.66
```

Arrangement two

C24H30N2O4S | wB97M-V/def2-TZVPD

Output
HOMO-LUMO gap = 8.7 eV
E_LUMO = 0.567 eV
Molar mass = 442.6 g/mol

```
61
C24H30N2O4S (wB97M-V/def2-TZVPD)
C 7.23 -2.27 -1.99
C 6.55 -1.70 -3.23
O 5.70 -0.62 -2.94
C 4.48 -0.84 -2.36
C 3.91 -2.09 -2.13
C 2.66 -2.19 -1.56
C 1.93 -1.05 -1.22
N 0.66 -1.11 -0.63
C -0.25 -2.21 -0.89
C -1.62 -1.69 -1.38
O -1.86 -1.55 -2.57
N -2.49 -1.44 -0.40
C -3.82 -0.94 -0.63
C -4.05 0.43 0.02
C -3.72 0.48 1.49
C -3.78 -0.57 2.30
C -3.43 -0.54 3.76
C -3.36 0.88 4.31
C -2.59 1.75 3.33
C -3.36 1.85 2.02
S 0.46 -0.22 0.77
O 1.72 -0.04 1.42
O -0.58 -0.85 1.54
C -0.12 1.39 0.23
C -0.77 1.55 -0.97
C -1.20 2.82 -1.34
C -0.97 3.90 -0.50
C -0.31 3.72 0.70
C 0.13 2.46 1.07
C 2.51 0.20 -1.45
C 3.76 0.30 -2.01
H 7.91 -3.07 -2.27
H 6.50 -2.65 -1.28
H 7.80 -1.49 -1.49
H 6.01 -2.49 -3.77
H 7.30 -1.28 -3.90
H 4.43 -3.00 -2.39
H 2.25 -3.17 -1.37
H -0.39 -2.81 0.01
H 0.16 -2.82 -1.70
H -2.14 -1.40 0.56
H -4.55 -1.67 -0.24
H -3.96 -0.87 -1.71
H -3.42 1.16 -0.50
H -5.09 0.72 -0.14
H -4.06 -1.54 1.92
H -2.45 -1.03 3.87
H -4.15 -1.14 4.32
H -2.88 0.88 5.29
H -4.37 1.27 4.42
H -1.61 1.29 3.14
H -2.43 2.75 3.74
H -4.28 2.42 2.17
H -2.76 2.38 1.27
H -0.93 0.71 -1.63
H -1.71 2.96 -2.28
H -1.31 4.89 -0.79
H -0.12 4.57 1.35
H 0.66 2.29 1.99
H 1.97 1.09 -1.18
H 4.21 1.26 -2.18
```

Computed energies relative to the best structure, in eV: arrangement one 0.000; arrangement two 1.331

Arrangement one

C18H22N2O4S | wB97M-V/def2-TZVPD

Output
HOMO-LUMO gap = 8.3 eV
E_LUMO = -0.307 eV
Molar mass = 362.5 g/mol

```
47
C18H22N2O4S (wB97M-V/def2-TZVPD)
C -6.45 -1.92 1.08
C -7.05 -1.21 -0.13
C -6.45 0.18 -0.34
C -7.12 0.91 -1.49
N -5.02 0.09 -0.57
C -4.09 0.66 0.23
O -4.38 1.32 1.21
C -2.69 0.42 -0.20
C -1.68 0.95 0.48
C -0.26 0.82 0.21
C 0.24 -0.12 -0.70
C 1.60 -0.21 -0.94
C 2.46 0.64 -0.27
S 4.22 0.48 -0.57
O 4.44 0.03 -1.90
O 4.88 1.67 -0.10
N 4.54 -0.82 0.47
C 5.72 -1.59 0.09
C 6.98 -0.80 0.23
C 7.74 -0.51 1.33
C 8.74 0.39 0.88
C 8.50 0.57 -0.45
O 7.44 -0.15 -0.85
C 1.99 1.57 0.64
C 0.64 1.66 0.88
H -6.63 -1.34 1.98
H -6.90 -2.90 1.20
H -5.38 -2.05 0.96
H -8.12 -1.11 0.00
H -6.88 -1.81 -1.03
H -6.55 0.77 0.58
H -8.18 1.05 -1.29
H -6.67 1.89 -1.63
H -7.01 0.35 -2.42
H -4.73 -0.44 -1.38
H -2.55 -0.20 -1.08
H -1.95 1.57 1.33
H -0.43 -0.78 -1.22
H 2.01 -0.91 -1.64
H 4.63 -0.46 1.41
H 5.57 -1.85 -0.96
H 5.74 -2.50 0.70
H 7.61 -0.89 2.32
H 9.52 0.83 1.46
H 9.00 1.16 -1.19
H 2.70 2.22 1.13
H 0.25 2.38 1.58
```

Arrangement two

C18H22N2O4S | wB97M-V/def2-TZVPD

Output
HOMO-LUMO gap = 9.1 eV
E_LUMO = 0.211 eV
Molar mass = 362.5 g/mol

```
47
C18H22N2O4S (wB97M-V/def2-TZVPD)
C -0.37 1.70 -6.23
C 0.99 1.99 -5.61
C 0.86 2.52 -4.19
C 2.22 2.81 -3.55
C 2.08 3.39 -2.15
C 1.53 2.37 -1.18
O 1.82 1.21 -1.14
O 0.69 2.98 -0.33
N 0.18 2.25 0.76
C -0.61 1.27 0.53
C -1.09 0.82 -0.81
C -1.06 0.55 1.70
C -0.85 0.94 3.06
C -1.41 -0.02 3.84
N -1.96 -0.98 3.04
S -2.57 -2.48 3.57
O -3.30 -3.03 2.48
O -3.22 -2.25 4.82
C -1.04 -3.37 3.82
C -0.48 -3.40 5.08
C 0.73 -4.04 5.25
C 1.36 -4.64 4.17
C 0.78 -4.61 2.91
C -0.44 -3.96 2.73
C -1.74 -0.64 1.74
H -0.98 2.60 -6.27
H -0.26 1.33 -7.25
H -0.90 0.95 -5.65
H 1.59 1.08 -5.60
H 1.51 2.73 -6.22
H 0.33 1.78 -3.58
H 0.26 3.44 -4.19
H 2.79 1.88 -3.49
H 2.77 3.51 -4.18
H 3.07 3.68 -1.78
H 1.44 4.27 -2.14
H -2.08 0.39 -0.74
H -1.11 1.65 -1.51
H -0.40 0.07 -1.21
H -0.35 1.83 3.37
H -1.50 -0.11 4.91
H -1.00 -2.93 5.90
H 1.19 -4.08 6.23
H 2.31 -5.14 4.31
H 1.27 -5.08 2.07
H -0.92 -3.93 1.77
H -2.10 -1.29 0.97
```

Computed energies relative to the best structure, in eV: arrangement one 0.000; arrangement two 0.897

Arrangement one

C25H33N5O3 | wB97M-V/def2-TZVPD

Output
HOMO-LUMO gap = 8.1 eV
E_LUMO = 0.244 eV
Molar mass = 451.6 g/mol

```
66
C25H33N5O3 (wB97M-V/def2-TZVPD)
C 10.18 2.52 0.84
C 8.94 2.01 1.56
C 8.41 0.71 0.94
C 7.27 0.14 1.79
N 8.05 0.98 -0.44
C 7.91 -0.16 -1.32
C 6.69 -1.06 -1.08
O 6.79 -2.24 -0.85
N 5.52 -0.37 -1.17
C 4.20 -0.82 -1.01
C 3.91 -2.15 -0.66
C 2.62 -2.59 -0.51
C 1.61 -1.67 -0.71
O 0.26 -1.80 -0.64
C -0.22 -0.56 -0.94
C -1.65 -0.35 -0.98
C -2.15 0.92 -1.27
C -3.51 1.14 -1.33
C -4.40 0.09 -1.10
N -5.78 0.25 -1.16
C -6.52 1.37 -1.36
O -6.10 2.49 -1.55
C -8.02 1.05 -1.36
N -8.30 -0.17 -0.63
C -8.29 -0.03 0.83
C -9.56 0.63 1.37
C -8.07 -1.43 1.43
C -7.65 -1.39 2.89
C -3.90 -1.18 -0.80
C -2.54 -1.40 -0.74
N 0.69 0.33 -1.19
C 1.88 -0.33 -1.05
C 3.19 0.11 -1.21
H 11.00 1.81 0.94
H 9.97 2.65 -0.22
H 10.50 3.47 1.25
H 9.17 1.84 2.61
H 8.16 2.77 1.51
H 9.23 -0.02 0.92
H 7.59 -0.01 2.81
H 6.93 -0.81 1.39
H 6.42 0.83 1.79
H 7.23 1.58 -0.46
H 7.87 0.21 -2.35
H 8.81 -0.78 -1.21
H 5.59 0.61 -1.42
H 4.73 -2.83 -0.52
H 2.40 -3.61 -0.24
H -1.45 1.72 -1.45
H -3.90 2.12 -1.56
H -6.34 -0.58 -0.99
H -8.31 0.91 -2.41
H -8.55 1.94 -1.00
H -9.19 -0.56 -0.92
H -7.42 0.60 1.08
H -9.71 1.60 0.91
H -10.42 0.00 1.16
H -9.48 0.78 2.44
H -7.30 -1.93 0.85
H -8.99 -2.01 1.33
H -7.45 -2.40 3.25
H -6.75 -0.79 3.02
H -8.44 -0.96 3.52
H -4.59 -1.99 -0.62
H -2.16 -2.38 -0.51
H 3.40 1.13 -1.47
```

Arrangement two

C25H33N5O3 | wB97M-V/def2-TZVPD

Output
HOMO-LUMO gap = 8.5 eV
E_LUMO = 0.666 eV
Molar mass = 451.6 g/mol

```
66
C25H33N5O3 (wB97M-V/def2-TZVPD)
C 3.88 -1.46 -1.04
C 3.08 -2.62 -0.45
N 2.56 -2.31 0.87
C 1.48 -1.35 0.84
C 1.07 -1.00 2.27
N 0.62 -2.19 2.96
C 0.01 -1.90 4.25
C -1.53 -1.95 4.17
C -2.00 -1.18 2.99
N -2.19 0.11 2.98
C -2.48 0.44 1.68
C -2.70 1.68 1.10
C -2.89 1.72 -0.27
N -3.01 2.92 -0.98
C -2.70 4.17 -0.56
O -2.60 4.55 0.58
C -2.48 5.14 -1.74
O -2.06 4.50 -2.93
C -0.88 3.78 -2.89
C -0.55 3.11 -4.07
C 0.58 2.32 -4.14
C 1.40 2.18 -3.03
O 2.53 1.41 -2.98
C 2.93 0.74 -4.15
C 1.08 2.87 -1.86
C -0.05 3.66 -1.79
C -2.92 0.54 -1.04
C -2.73 -0.70 -0.47
C -2.48 -0.74 0.89
N -2.18 -1.76 1.76
C -2.02 -3.15 1.43
C 1.71 -3.14 3.00
C 2.13 -3.50 1.58
H 3.24 -0.63 -1.33
H 4.41 -1.80 -1.92
H 4.59 -1.11 -0.31
H 3.74 -3.48 -0.35
H 2.26 -2.90 -1.15
H 1.81 -0.45 0.33
H 0.60 -1.75 0.30
H 0.26 -0.26 2.25
H 1.94 -0.55 2.78
H 0.31 -0.91 4.61
H 0.34 -2.64 4.99
H -1.94 -1.51 5.07
H -1.86 -2.98 4.09
H -2.68 2.58 1.69
H -3.10 2.81 -1.98
H -1.78 5.92 -1.42
H -3.43 5.62 -2.00
H -1.20 3.22 -4.92
H 0.80 1.81 -5.07
H 3.86 0.23 -3.89
H 2.19 0.00 -4.47
H 3.12 1.44 -4.97
H 1.72 2.76 -1.01
H -0.26 4.17 -0.86
H -3.09 0.62 -2.10
H -2.74 -1.59 -1.08
H -2.82 -3.75 1.87
H -2.04 -3.26 0.35
H -1.06 -3.50 1.82
H 1.38 -4.05 3.52
H 2.59 -2.74 3.53
H 2.96 -4.21 1.61
H 1.28 -3.99 1.06
```

Computed energies relative to the best structure, in eV: arrangement one 0.000; arrangement two 1.369